Arrangement A

{
  "formula": "C6H8N2O4",
  "method": "ωB97M-V/def2-TZVPD",
  "orbital_gap_ha": 0.3853,
  "smiles": "COC(=O)[C@H](C/C=N/O)N=C=O",
  "e_homo_ev": -9.82,
  "symbols": ["C", "O", "C", "O", "C", "C", "C", "N", "O", "N", "C", "O", "H", "H", "H", "H", "H", "H", "H", "H"],
  "coordinates": [[-2.944, 1.649, 1.242], [-1.811, 1.283, 0.426], [-1.125, 0.202, 0.881], [-1.377, -0.534, 1.788], [0.152, -0.224, 0.068], [1.131, 0.545, -0.874], [2.497, -0.082, -0.655], [2.651, -1.041, 0.162], [3.836, -1.682, 0.290], [-0.562, -1.114, -0.740], [-0.936, -1.364, -1.847], [-1.562, -1.707, -2.773], [-2.609, 2.640, 1.608], [-2.980, 0.895, 1.986], [-3.841, 1.744, 0.677], [0.661, -0.782, 0.853], [0.917, 0.227, -1.880], [1.028, 1.543, -0.824], [3.379, 0.198, -1.213], [3.495, -2.397, 0.824]]
}



Arrangement B

{
  "formula": "C6H8N2O4",
  "method": "ωB97M-V/def2-TZVPD",
  "orbital_gap_ha": 0.3081,
  "smiles": "[H]/N=C(/OC)On1c(O)ccc1O",
  "e_homo_ev": -7.74,
  "symbols": ["H", "N", "C", "O", "C", "O", "N", "C", "O", "C", "C", "C", "O", "H", "H", "H", "H", "H", "H", "H"],
  "coordinates": [[0.090, -0.275, 1.158], [0.932, 0.027, 0.782], [1.079, 0.248, -0.422], [2.081, 0.662, -1.129], [3.263, 0.775, -0.366], [-0.111, 0.147, -1.426], [-1.254, 0.135, -0.719], [-1.945, 1.211, -0.217], [-1.477, 2.462, -0.447], [-3.078, 0.758, 0.379], [-3.108, -0.697, 0.250], [-2.027, -1.001, -0.423], [-1.421, -2.242, -0.717], [3.997, 0.651, -1.251], [3.260, -0.083, 0.217], [3.367, 1.568, 0.373], [-0.899, 2.385, -1.344], [-3.634, 1.341, 1.080], [-4.019, -1.316, 0.421], [-2.110, -2.927, -0.799]]
}



Arrangement C

{
  "formula": "C6H8N2O4",
  "method": "ωB97M-V/def2-TZVPD",
  "orbital_gap_ha": 0.3810,
  "e_homo_ev": -10.05,
  "symbols": ["C", "C", "C", "C", "C", "C", "N", "N", "O", "O", "O", "O", "H", "H", "H", "H", "H", "H", "H", "H"],
  "coordinates": [[2.434, 0.201, 0.318], [1.627, -1.503, -0.021], [-2.092, -1.211, -0.059], [3.100, -1.037, -0.200], [-1.610, 0.804, -1.513], [-1.565, 0.176, -0.172], [1.138, -0.387, 0.437], [-1.210, 0.799, 0.977], [-1.609, -2.314, -0.057], [2.807, 1.349, 0.438], [1.003, -2.554, -0.449], [-3.267, -0.768, 0.140], [3.309, -1.010, -1.258], [3.862, -1.544, 0.415], [-2.503, 0.537, -2.033], [-1.600, 1.918, -1.732], [-0.632, 0.472, -2.011], [0.022, -2.536, -0.321], [-0.647, 0.311, 1.677], [-1.463, 1.827, 1.136]]
}



arrangement C takes first place; second place is 0.0572 hartree up.



Arrangement A

{
  "formula": "C4H13NOS",
  "method": "ωB97M-V/def2-TZVPD",
  "orbital_gap_ha": 0.3438,
  "smiles": "CNCCCS.O",
  "e_homo_ev": -8.52,
  "symbols": ["C", "N", "C", "C", "C", "S", "H", "H", "H", "H", "H", "H", "H", "H", "H", "H", "H", "O", "H", "H"],
  "coordinates": [[-2.465, 0.651, -0.298], [-1.302, 1.227, 0.326], [-0.254, 0.355, 0.751], [1.148, 0.890, 0.274], [1.313, 0.837, -1.222], [1.570, -0.829, -1.922], [-2.933, 1.396, -0.975], [-3.182, 0.202, 0.391], [-2.191, -0.021, -1.114], [-1.118, 2.200, 0.199], [-0.274, -0.649, 0.325], [-0.182, 0.324, 1.854], [1.907, 0.430, 0.925], [1.259, 1.946, 0.540], [2.002, 1.543, -1.704], [0.362, 1.243, -1.620], [2.201, -1.338, -0.836], [-1.211, -1.950, 3.447], [-1.836, -1.269, 3.642], [-1.150, -1.919, 2.496]]
}



Arrangement B

{
  "formula": "C4H13NOS",
  "method": "ωB97M-V/def2-TZVPD",
  "orbital_gap_ha": 0.3352,
  "smiles": "CSCCCN.O",
  "e_homo_ev": -8.42,
  "symbols": ["C", "S", "C", "C", "C", "N", "H", "H", "H", "H", "H", "H", "H", "H", "H", "H", "H", "O", "H", "H"],
  "coordinates": [[-0.304, -1.904, -0.813], [-1.070, -0.684, 0.000], [-0.469, 0.865, -0.317], [0.753, 1.384, 0.417], [1.945, 1.594, -0.548], [1.746, 2.138, -1.966], [0.618, -2.397, -0.334], [0.015, -1.751, -1.819], [-0.972, -2.702, -0.856], [-1.309, 1.554, -0.179], [-0.394, 1.017, -1.371], [1.127, 0.700, 1.224], [0.578, 2.439, 0.871], [2.610, 2.313, 0.022], [2.287, 0.519, -0.796], [1.761, 3.181, -1.768], [0.850, 1.841, -2.330], [-1.372, -2.192, 2.961], [-2.077, -2.012, 2.334], [-0.759, -2.817, 2.643]]
}



Arrangement C

{
  "formula": "C4H13NOS",
  "method": "ωB97M-V/def2-TZVPD",
  "orbital_gap_ha": 0.3450,
  "smiles": "NCCCCS.O",
  "e_homo_ev": -8.73,
  "symbols": ["N", "C", "C", "C", "C", "S", "H", "H", "H", "H", "H", "H", "H", "H", "H", "H", "H", "O", "H", "H"],
  "coordinates": [[-1.202, 0.587, -0.406], [-1.234, -0.718, 0.293], [-0.106, -0.513, 1.389], [1.276, -0.153, 0.900], [1.665, -1.038, -0.210], [1.587, -2.749, 0.387], [-0.955, 1.514, 0.079], [-0.906, 0.651, -1.342], [-0.873, -1.556, -0.475], [-2.248, -0.892, 0.696], [-0.175, -1.399, 2.107], [-0.438, 0.278, 2.093], [1.416, 0.894, 0.452], [1.898, -0.104, 1.811], [0.850, -1.010, -1.012], [2.511, -0.756, -0.863], [1.802, -3.580, -0.762], [-1.608, 3.772, -1.530], [-1.114, 3.784, -2.247], [-2.147, 2.988, -1.359]]
}



Arrangement D

{
  "formula": "C4H13NOS",
  "method": "ωB97M-V/def2-TZVPD",
  "orbital_gap_ha": 0.3647,
  "smiles": "C[C@H](N)CCS.O",
  "e_homo_ev": -9.08,
  "symbols": ["C", "C", "N", "C", "C", "S", "H", "H", "H", "H", "H", "H", "H", "H", "H", "H", "H", "O", "H", "H"],
  "coordinates": [[1.214, 1.655, 1.077], [0.571, 0.522, 0.285], [1.266, 0.153, -0.953], [-0.883, 0.844, -0.026], [-1.640, -0.369, -0.584], [-2.628, -1.090, 0.737], [0.827, 2.619, 0.750], [1.045, 1.518, 2.142], [2.296, 1.668, 0.963], [0.555, -0.381, 0.905], [2.252, 0.017, -0.726], [1.261, 0.966, -1.566], [-0.968, 1.707, -0.688], [-1.344, 1.121, 0.925], [-0.914, -1.093, -0.952], [-2.248, -0.096, -1.442], [-3.033, -2.186, 0.081], [0.852, -2.886, -0.444], [1.167, -2.054, -0.825], [0.351, -2.636, 0.340]]
}



arrangement D takes first place; second place is 0.0410 hartree up.



Arrangement A

{
  "formula": "C4H13NOS",
  "method": "ωB97M-V/def2-TZVPD",
  "orbital_gap_ha": 0.3685,
  "smiles": "C[C@H](N)CCS.O",
  "e_homo_ev": -9.15,
  "symbols": ["C", "C", "N", "C", "C", "S", "H", "H", "H", "H", "H", "H", "H", "H", "H", "H", "H", "O", "H", "H"],
  "coordinates": [[0.933, -2.703, 0.747], [0.769, -1.189, 0.432], [1.942, -0.434, 1.074], [-0.518, -0.494, 0.921], [-0.834, 0.899, 0.376], [-2.248, 0.829, -0.949], [0.677, -2.879, 1.767], [0.448, -3.447, 0.112], [1.982, -2.854, 0.667], [0.821, -1.065, -0.649], [2.856, -0.335, 0.587], [2.023, -0.943, 1.865], [-0.523, -0.270, 2.005], [-1.479, -1.065, 0.596], [-0.047, 1.509, -0.005], [-1.427, 1.326, 1.260], [-1.367, 0.557, -1.946], [1.721, 1.993, -1.433], [1.030, 2.674, -1.349], [1.503, 1.532, -0.630]]
}



Arrangement B

{
  "formula": "C4H13NOS",
  "method": "ωB97M-V/def2-TZVPD",
  "orbital_gap_ha": 0.3405,
  "smiles": "CSCCCN.O",
  "e_homo_ev": -8.60,
  "symbols": ["C", "S", "C", "C", "C", "N", "H", "H", "H", "H", "H", "H", "H", "H", "H", "H", "H", "O", "H", "H"],
  "coordinates": [[-0.083, -2.236, 1.038], [-1.605, -1.207, 0.427], [-1.523, 0.461, 1.191], [-0.929, 1.396, 0.067], [0.616, 1.272, -0.072], [1.260, 2.375, -0.957], [0.475, -2.051, 1.925], [0.638, -2.120, 0.224], [-0.449, -3.266, 0.911], [-0.977, 0.450, 2.163], [-2.535, 0.880, 1.471], [-1.221, 2.448, -0.041], [-1.411, 0.948, -1.018], [1.112, 1.399, 0.921], [0.960, 0.339, -0.428], [2.159, 2.072, -1.233], [0.759, 2.501, -1.807], [1.068, -1.683, -1.540], [0.130, -1.504, -1.623], [1.556, -2.477, -1.619]]
}



arrangement A takes first place; second place is 0.0288 hartree up.



Arrangement A

{
  "formula": "C4H13NOS",
  "method": "ωB97M-V/def2-TZVPD",
  "orbital_gap_ha": 0.3592,
  "smiles": "CCNCCS.O",
  "e_homo_ev": -9.06,
  "symbols": ["C", "C", "N", "C", "C", "S", "H", "H", "H", "H", "H", "H", "H", "H", "H", "H", "H", "O", "H", "H"],
  "coordinates": [[-1.126, -1.506, 0.037], [0.166, -1.495, -0.806], [1.118, -0.348, -0.929], [0.549, 0.862, -1.712], [-0.513, 1.557, -0.929], [-0.008, 2.080, 0.808], [-2.016, -1.048, -0.538], [-0.844, -0.990, 0.952], [-1.483, -2.492, 0.376], [0.794, -2.353, -0.321], [-0.044, -1.820, -1.861], [1.409, -0.113, -0.032], [1.437, 1.503, -1.977], [0.090, 0.490, -2.589], [-1.416, 0.866, -0.839], [-0.818, 2.433, -1.441], [-0.925, 2.958, 0.938], [1.068, 0.115, 3.848], [1.568, -0.655, 4.132], [0.996, -0.044, 2.884]]
}



Arrangement B

{
  "formula": "C4H13NOS",
  "method": "ωB97M-V/def2-TZVPD",
  "orbital_gap_ha": 0.3509,
  "smiles": "C[C@@H](N)CCS.O",
  "e_homo_ev": -8.69,
  "symbols": ["C", "C", "N", "C", "C", "S", "H", "H", "H", "H", "H", "H", "H", "H", "H", "H", "H", "O", "H", "H"],
  "coordinates": [[-1.556, -0.104, -1.873], [-0.564, 0.037, -0.709], [-0.069, -1.294, -0.349], [0.547, 1.084, -1.052], [0.631, 2.062, 0.095], [1.523, 1.272, 1.516], [-1.241, -0.755, -2.713], [-1.919, 0.767, -2.414], [-2.530, -0.489, -1.545], [-1.086, 0.431, 0.191], [-0.785, -2.005, -0.330], [0.696, -1.552, -0.960], [1.438, 0.453, -1.329], [0.345, 1.610, -1.990], [1.134, 3.026, -0.068], [-0.317, 2.325, 0.569], [1.281, -0.030, 1.230], [1.213, -2.291, 3.894], [0.671, -2.407, 4.676], [0.590, -2.140, 3.163]]
}



arrangement B takes first place; second place is 0.0214 hartree up.